(1)
This record from OMol25 describes a 2-piece molecular cluster, N2O4 overall in a non-equilibrium geometry. The level of theory is wB97M-V/def2-TZVPD.

Results
largest force on an atom = 3.94 eV/A
total energy = -11162.1669 eV
HOMO energy (alpha / beta) = -10.7 / -9.0 eV
ΔE to the lowest compared entry with this formula, charge and spin = 117.3 kJ/mol

```
! RIJCOSX wB97M-V def2-TZVPD def2/J DEFGRID3
* xyz 0 1
N 0.42 1.07 -0.76
N -0.59 -1.29 0.60
O 0.87 0.21 -1.37
O 0.55 2.16 -0.44
O -0.29 -2.00 1.50
O -0.96 -0.15 0.46
*
```

---

(2)
This record from OMol25 describes a 2-piece molecular cluster, C2H6OS overall in a non-equilibrium geometry. The level of theory is wB97M-V/def2-TZVPD.

Results
largest force on an atom = 1.40 eV/A
total energy = -15042.7602 eV
HOMO energy (alpha / beta) = -13.3 / -13.3 eV
ΔE to the lowest compared entry with this formula, charge and spin = 139.3 kJ/mol

```
! RIJCOSX wB97M-V def2-TZVPD def2/J DEFGRID3
* xyz 1 2
S -0.64 -2.98 -0.54
H -1.84 -2.57 -1.05
H -0.54 -1.85 0.21
O 1.72 1.59 -1.00
C 1.28 1.18 0.04
C -0.20 1.02 0.29
H 1.96 0.76 0.81
H -0.40 1.17 1.36
H -0.47 -0.03 0.13
H -0.85 1.71 -0.25
*
```

---

(3)
This record from OMol25 describes C24H34N4O8PRuS2Te as an isolated structure in a non-equilibrium geometry. The level of theory is wB97M-V/def2-TZVPD.

Results
largest force on an atom = 3.82 eV/A
total energy = -88617.2470 eV
HOMO energy (alpha / beta) = -8.1 / -8.0 eV
ΔE to the lowest compared entry with this formula, charge and spin = 275.2 kJ/mol

```
! RIJCOSX wB97M-V def2-TZVPD def2/J DEFGRID3
* xyz 0 2
Ru -0.40 1.21 1.04
N 0.28 3.22 0.43
C -0.22 4.44 1.11
C -1.72 4.30 1.24
C -1.96 3.38 2.41
O -2.28 3.79 3.51
O -1.77 2.11 2.14
H 1.29 3.17 0.45
H -0.01 3.28 -0.54
H 0.04 5.34 0.54
H 0.27 4.51 2.08
H -2.12 3.82 0.34
H -2.21 5.26 1.40
C -4.04 -3.01 0.28
C -4.56 -1.88 -0.60
O -3.47 -1.04 -1.06
P -2.92 0.13 -0.12
O -2.48 -0.30 1.23
Te -1.16 1.04 -1.49
O -4.14 1.13 0.04
C -4.81 1.69 -1.11
C -4.65 3.19 -1.11
H -4.88 -3.64 0.58
H -3.56 -2.61 1.17
H -3.32 -3.62 -0.27
H -5.29 -1.27 -0.07
H -5.02 -2.27 -1.50
H -5.86 1.41 -1.02
H -4.42 1.25 -2.03
H -4.86 3.59 -0.12
H -5.34 3.64 -1.82
H -3.63 3.47 -1.38
C 3.18 -4.35 -2.70
C 1.70 -4.70 -2.67
N 0.93 -3.81 -1.80
C 0.08 -2.82 -2.45
C 0.87 -1.78 -3.23
C 0.99 -4.08 -0.47
O 1.56 -5.06 -0.03
C 0.35 -3.14 0.52
C -0.20 -3.70 1.66
C -0.63 -2.87 2.68
C -0.51 -1.51 2.53
N 0.03 -0.96 1.43
C 0.46 -1.76 0.45
H 3.72 -5.03 -3.36
H 3.61 -4.43 -1.70
H 3.34 -3.33 -3.06
H 1.58 -5.72 -2.30
H 1.26 -4.64 -3.67
H -0.55 -2.34 -1.71
H -0.58 -3.36 -3.13
H 1.58 -1.25 -2.59
H 0.19 -1.05 -3.67
H 1.43 -2.24 -4.05
H -0.26 -4.78 1.74
H -1.06 -3.28 3.59
H -0.84 -0.82 3.29
H 0.93 -1.28 -0.39
O 3.44 -0.79 0.33
S 3.01 0.55 0.07
O 2.62 0.88 -1.28
N 1.80 0.99 1.11
C 2.22 1.82 2.07
S 1.18 2.26 3.28
C 3.60 2.32 1.83
C 4.27 3.34 2.48
C 5.51 3.73 1.99
C 6.08 3.09 0.88
C 5.41 2.06 0.23
C 4.17 1.71 0.72
H 3.81 3.83 3.33
H 6.04 4.54 2.46
H 7.04 3.42 0.51
H 5.84 1.56 -0.63
*
```

---

(4)
This record from OMol25 describes a 5-piece molecular cluster, C3H16NO4 overall in a non-equilibrium geometry. The level of theory is wB97M-V/def2-TZVPD.

Results
largest force on an atom = 1.92 eV/A
total energy = -13044.2319 eV
HOMO energy = -13.9 eV
ΔE to the lowest compared entry with this formula, charge and spin = 87.3 kJ/mol

```
! RIJCOSX wB97M-V def2-TZVPD def2/J DEFGRID3
* xyz 1 1
C 0.30 -1.47 -3.01
C -0.23 -1.40 -1.61
C -0.86 -0.29 -1.26
N -1.13 0.06 0.18
H 1.37 -1.42 -3.07
H 0.03 -2.41 -3.50
H -0.13 -0.69 -3.65
H -0.07 -2.22 -0.95
H -1.05 0.63 -1.85
H -0.28 0.57 0.54
H -1.92 0.67 0.37
H -1.43 -0.78 0.69
H 4.19 -0.54 0.98
H 4.53 0.62 1.96
O 3.89 0.32 1.30
H -0.71 -3.09 2.00
H -0.59 -1.76 2.77
O -0.35 -2.19 1.94
H -3.11 3.84 -0.42
H -2.32 3.44 0.78
O -3.11 3.18 0.29
H 1.66 1.21 1.86
H 0.56 2.25 2.08
O 0.77 1.45 1.59
*
```

---

(5)
This record from OMol25 describes C4H5NO2 as an isolated structure. The level of theory is wB97M-V/def2-TZVPD.

Results
largest force on an atom = 0.40 eV/A
total energy = -9808.4442 eV
HOMO energy = -9.2 eV
ΔE to the lowest compared entry with this formula, charge and spin = 566.4 kJ/mol

```
! RIJCOSX wB97M-V def2-TZVPD def2/J DEFGRID3
* xyz 0 1
C -2.00 0.44 0.20
C -0.56 0.11 0.00
C 0.03 -1.10 -0.78
O 1.06 -0.37 -1.47
C 1.42 -0.19 -0.15
O 2.75 -0.06 0.05
N 0.46 0.70 0.50
H -2.09 1.34 0.80
H -2.49 0.60 -0.77
H -2.51 -0.39 0.69
H 1.06 -1.32 0.24
H 2.86 0.28 0.95
*
```

---

(6)
This record from OMol25 describes a 30-piece molecular cluster, C13H87BNO32 overall in a non-equilibrium geometry. The level of theory is wB97M-V/def2-TZVPD.

Results
largest force on an atom = 1.27 eV/A
total energy = -82579.5038 eV
HOMO energy = -5.5 eV

```
! RIJCOSX wB97M-V def2-TZVPD def2/J DEFGRID3
* xyz -1 1
C 5.05 1.78 1.32
C 3.51 1.65 1.25
C 2.90 2.60 0.19
C 1.93 1.90 -0.81
C 0.49 2.48 -0.79
C -0.58 1.43 -0.38
B -1.75 1.97 0.59
C -1.22 2.39 2.09
C -1.05 1.15 2.99
C 0.36 0.52 2.90
C 0.39 -1.00 2.94
C -0.45 -1.70 1.86
O 0.17 -2.90 1.36
C 1.22 -2.62 0.46
C 0.73 -2.18 -0.93
O -2.47 3.16 -0.13
N -3.79 3.19 0.09
O -4.43 2.62 -0.74
H 5.34 2.82 1.15
H 5.53 1.19 0.54
H 5.41 1.44 2.29
H 3.13 1.85 2.25
H 3.30 0.62 1.00
H 2.39 3.42 0.69
H 3.73 3.01 -0.37
H 1.93 0.83 -0.63
H 2.35 2.01 -1.81
H 0.25 2.75 -1.82
H 0.45 3.37 -0.17
H -1.04 1.01 -1.28
H -0.06 0.61 0.12
H -2.60 1.08 0.77
H -0.27 2.93 2.00
H -1.92 3.10 2.56
H -1.18 1.49 4.02
H -1.85 0.43 2.77
H 0.91 0.93 2.05
H 0.91 0.87 3.78
H 0.07 -1.35 3.93
H 1.42 -1.34 2.81
H -1.38 -2.04 2.33
H -0.75 -1.05 1.04
H 1.96 -1.91 0.85
H 1.76 -3.57 0.32
H 0.68 -1.10 -0.98
H 1.48 -2.47 -1.68
H -0.23 -2.64 -1.14
O -1.67 5.73 -1.87
H -1.93 4.87 -1.52
H -2.50 6.14 -2.14
O 3.82 0.59 -3.09
H 4.40 1.36 -3.00
H 3.74 0.47 -4.05
O -4.81 6.04 2.09
H -4.21 6.31 1.38
H -4.89 5.09 1.98
O 3.21 5.34 -0.76
H 3.30 6.23 -0.41
H 2.40 5.37 -1.28
O 0.83 -5.17 -2.17
H 0.48 -5.45 -1.32
H 0.09 -5.28 -2.78
O 2.12 -7.58 -1.23
H 2.69 -6.80 -1.16
H 2.05 -7.74 -2.18
O 4.45 -0.71 -0.55
H 5.09 -1.42 -0.40
H 4.33 -0.68 -1.51
O 5.15 -8.01 -1.40
H 4.33 -8.20 -0.92
H 5.63 -8.85 -1.39
O 0.45 7.78 -1.26
H 0.15 6.91 -0.95
H -0.38 8.19 -1.54
O 6.72 0.87 -3.71
H 7.26 1.20 -4.44
H 6.75 -0.09 -3.80
O -1.98 -0.80 -2.71
H -2.87 -0.46 -2.55
H -1.98 -1.01 -3.65
O -3.51 -2.22 3.58
H -3.78 -3.07 3.94
H -4.33 -1.80 3.28
O -5.80 6.09 4.94
H -5.27 5.30 5.09
H -5.88 6.13 3.97
O 3.96 -7.49 -4.46
H 4.18 -7.64 -3.53
H 4.79 -7.65 -4.92
O 2.45 -6.76 -7.10
H 2.68 -6.92 -6.18
H 3.26 -6.93 -7.59
O -8.80 4.58 5.11
H -8.13 5.27 5.23
H -8.88 4.48 4.16
O 2.41 3.11 3.92
H 3.12 3.72 3.71
H 2.20 3.32 4.84
O 2.08 1.27 -5.39
H 1.77 0.94 -4.54
H 1.32 1.18 -5.97
O -4.51 -0.65 1.64
H -3.85 0.05 1.76
H -4.54 -0.76 0.68
O -10.81 6.50 5.60
H -11.34 6.51 6.40
H -10.28 5.69 5.65
O 1.60 -10.19 -0.20
H 1.02 -10.03 0.55
H 2.09 -9.35 -0.30
O -1.71 -5.35 -3.57
H -1.92 -6.20 -3.15
H -2.55 -5.01 -3.87
O 3.84 5.07 5.19
H 4.53 4.58 5.65
H 3.64 5.80 5.77
O -7.10 8.49 3.75
H -6.91 8.24 4.67
H -6.29 8.27 3.28
O -2.49 -8.21 -3.13
H -1.88 -8.91 -2.85
H -2.55 -8.29 -4.09
O -1.15 -9.61 -1.07
H -0.28 -9.96 -0.81
H -1.20 -8.74 -0.67
O 4.93 0.55 4.45
H 4.72 -0.32 4.82
H 4.08 0.88 4.11
O 1.66 -3.87 -7.70
H 0.87 -4.04 -7.18
H 2.13 -4.72 -7.70
O -6.39 4.53 -2.75
H -5.77 3.93 -2.31
H -6.50 5.25 -2.14
*
```